ORCA calculation (the ωB97M-V functional and the def2-TZVPD basis) on a cluster of 2 separate species, C22H40ClF3IN2O6PS in total at a distorted geometry.

Last column: Mulliken charge in e.
Cartesian coordinates (Å):
1 C 0.458509 3.646069 4.145459  -1.3532
2 C -0.714769 3.505355 3.144660  -1.0442
3 C -0.367057 2.815098 1.767423  3.0151
4 C -1.726719 2.293838 1.240394  -2.1637
5 C -1.905210 0.759190 1.230868  0.1712
6 C -2.547275 0.198796 2.494471  -1.4265
7 I -3.265341 0.315015 -0.422540  0.0211
8 C 0.629492 1.761923 2.251982  -2.0498
9 O 0.402912 0.802664 2.956240  -0.6179
10 N 1.910012 2.060755 1.824779  0.0734
11 C 1.815303 2.963384 0.678417  0.8995
12 C 2.035052 2.077799 -0.585338  -1.7478
13 C 0.869710 1.106319 -0.946854  0.2439
14 C 1.133942 -0.334921 -0.712048  -0.2333
15 F 0.721581 -1.168574 -1.714031  -0.2740
16 C 1.686867 -0.905631 0.401183  0.4383
17 F 1.039549 -1.765633 1.189200  -0.1647
18 F 2.947297 -0.693700 0.805143  -0.2923
19 P 3.401487 3.959404 0.832340  0.6759
20 O 3.666780 4.399696 2.195143  -0.7057
21 O 3.439865 5.165296 -0.237636  -0.5891
22 O 4.597892 2.973598 0.367161  -0.5798
23 C 0.472395 3.731647 0.811772  1.6353
24 Cl 0.806716 5.380475 1.507595  -0.0777
25 C -0.046304 4.050570 -0.611084  -1.3565
26 C -1.004055 5.231572 -0.793597  -1.8360
27 C -2.213770 5.265864 0.130544  0.3995
28 S -2.842077 6.983184 0.061604  -0.2488
29 H 1.386794 3.963394 3.684172  0.3103
30 H 0.177486 4.450986 4.825270  0.4573
31 H 0.574577 2.762749 4.762860  0.3324
32 H -1.457658 2.906762 3.660949  0.6528
33 H -1.090194 4.511186 2.988568  0.3604
34 H -2.536134 2.681443 1.850342  0.8615
35 H -1.939297 2.646940 0.240903  0.1221
36 H -1.003317 0.210633 0.997961  -0.1614
37 H -3.341213 0.834814 2.874320  0.3567
38 H -3.012130 -0.751498 2.242773  0.5373
39 H -1.786602 -0.030733 3.233512  0.2499
40 H 2.530284 1.273227 1.721793  0.5384
41 H 2.934026 1.486580 -0.464790  1.0393
42 H 2.241765 2.724914 -1.438643  0.5144
43 H -0.052688 1.414879 -0.462686  -0.4738
44 H 0.694814 1.216908 -2.017370  0.5294
45 H 3.152970 4.850142 -1.104353  0.4037
46 H 5.127792 3.437350 -0.289740  0.3514
47 H 0.794094 4.233983 -1.274726  0.3092
48 H -0.548099 3.181780 -1.028972  0.5295
49 H -1.400293 5.145828 -1.806753  0.5187
50 H -0.499426 6.192713 -0.779983  0.6841
51 H -2.996180 4.597431 -0.211153  0.3384
52 H -1.966247 5.069705 1.166267  -0.2665
53 H -3.937980 6.935777 0.834259  0.1483
54 C -0.895668 -8.088927 -3.775727  -0.7207
55 O -0.544381 -8.054825 -2.405952  -0.3464
56 C 0.832777 -7.787879 -2.167886  -0.8105
57 C 1.015428 -6.436220 -1.510648  -0.1700
58 N 0.707321 -5.353307 -2.436468  -0.2800
59 C 0.626263 -4.031126 -1.816213  -0.7932
60 C -0.493523 -3.822818 -0.795117  0.1626
61 O -1.796625 -3.865224 -1.348132  -0.4193
62 C -2.369461 -5.153524 -1.471882  -0.6169
63 H -1.926523 -8.433053 -3.840937  0.2405
64 H -0.833430 -7.095464 -4.232896  0.3091
65 H -0.259010 -8.784336 -4.330336  0.3443
66 H 1.420003 -7.861413 -3.087398  0.4153
67 H 1.191987 -8.558855 -1.479959  0.3993
68 H 2.053266 -6.337211 -1.178873  0.3588
69 H 0.369289 -6.411912 -0.622988  0.1775
70 H -0.177614 -5.549611 -2.883899  0.1498
71 H 0.479519 -3.315286 -2.623450  0.3611
72 H 1.591359 -3.793436 -1.356054  0.3198
73 H -0.387370 -2.820908 -0.392255  -0.1908
74 H -0.413627 -4.504822 0.060311  0.2639
75 H -2.032578 -5.829245 -0.681760  0.3032
76 H -2.156076 -5.594678 -2.449230  0.1691
77 H -3.451250 -5.042867 -1.390283  0.3174

Force components x, y, z for each atom (eV/Å):
-0.63 0.62 0.09
1.15 0.12 0.54
-0.46 0.77 1.56
0.34 -0.88 -0.45
-0.78 0.35 0.19
0.05 -0.75 -0.47
0.20 -0.02 -0.04
0.69 -1.01 -0.15
-0.34 0.22 -0.11
-1.68 0.60 -0.51
2.42 -0.93 -0.54
-0.92 0.19 -0.20
1.26 0.50 -1.06
1.10 -0.31 0.26
-1.42 0.30 1.02
-0.67 -0.06 -0.39
1.25 -0.63 -0.97
-1.09 0.79 0.86
0.42 0.64 1.46
-0.26 0.26 0.11
-0.15 -0.73 -0.21
-0.73 0.09 -0.61
0.41 0.28 -0.68
-0.08 -0.11 0.15
-0.70 0.03 0.10
-0.41 -0.17 -0.30
-0.37 0.62 0.22
0.10 0.30 -0.24
0.21 -0.23 0.01
0.05 0.06 0.12
0.26 -0.24 -0.17
-0.29 -0.13 -0.26
-0.38 -0.08 -0.30
-0.03 0.22 0.10
0.28 0.18 -0.10
0.07 -0.04 -0.13
0.07 0.21 0.12
-0.06 -0.14 0.12
0.04 0.39 0.23
0.24 -0.03 0.41
0.19 0.11 0.25
-0.08 -0.07 -0.19
-0.06 -0.31 0.18
-0.14 0.00 -0.06
-0.02 0.29 -0.20
0.33 -0.16 -0.07
0.23 0.09 0.08
0.06 -0.13 0.02
0.06 0.02 -0.15
0.30 0.00 0.28
-0.03 -0.20 0.05
0.10 -0.21 0.05
0.09 -0.36 0.01
-0.08 0.01 0.15
0.03 0.04 -0.25
0.06 -0.12 0.36
-0.19 0.12 -0.18
0.15 -0.05 0.15
-0.26 -0.28 -0.20
0.11 0.17 0.03
0.05 -0.17 0.01
-0.14 0.18 -0.05
0.00 -0.01 0.04
0.07 -0.04 -0.10
0.01 0.03 -0.05
-0.07 0.08 -0.07
0.03 -0.01 -0.03
0.00 0.02 0.02
0.11 -0.11 0.09
0.00 0.00 -0.03
-0.02 0.05 0.01
-0.02 -0.06 0.06
-0.07 0.08 0.04
-0.04 -0.13 -0.09
0.07 -0.03 -0.04
0.02 -0.14 0.06
0.01 0.04 0.01

Output
E_HOMO, eV: -8.59
Total charge: 0
Orbital gap, eV: 7.99
Electronic energy, eV: -87625.7114
SMILES: CC[C@]1(C[C@@H](C)I)C(=O)N[C@](CCC(F)=C(F)F)(P(=O)(O)O)[C@@]1(Cl)CCCS.COCCNCCOC